Computed, not measured: the molecule C8H7O5P, with ωB97M-V with the def2-TZVPD basis set.

Geometry as ORCA input:
```
! wB97M-V def2-TZVPD RIJCOSX def2/J DEFGRID3
* xyz 0 1
O -1.50701 -1.34360 -1.04265
C -5.76576 1.27960 -0.78065
O -2.83979 -0.90512 -0.83212
H 0.69980 -2.16976 -1.83061
O -6.60724 -1.07172 0.65743
O -0.51974 -0.59339 0.85967
H 3.66338 -1.00601 -0.24374
C 3.17684 -2.01310 -0.18920
H -6.58270 0.76874 -1.14431
P -5.14746 -1.14446 0.47289
H 3.59046 -2.52625 -1.08087
C -3.22840 0.39894 -0.53041
C 0.73091 -1.83692 -0.76763
C 1.77254 -1.84922 0.07930
H 3.83564 -2.49538 0.63097
O -2.63258 1.46938 -0.76930
H 1.41529 -1.42177 1.00066
C -4.61288 0.45753 -0.34557
C -5.85881 2.30127 0.09844
C -0.47875 -1.17680 -0.19128
H -5.78264 3.36111 0.35013
*
```

Output
Max |F| = 6.759 eV Å⁻¹
Kohn-Sham gap (spin up / spin down) = 8.1 / 6.6 eV
Highest occupied orbital energy (spin up / spin down) = -9.21 / -9.01 eV
Energy = -1026.26533 hartree
Relative energy (zero: lowest compared OMol25 entry of this formula, charge and spin) = 267.1 kJ/mol

Here are the Mulliken charges for atoms 1 to 5, given in e:
1. O -0.206
2. C -0.254
3. O -0.117
4. H 0.301
5. O -0.531



Computed, not measured: a structure of composition C4H9NO4S, with ωB97M-V with the def2-TZVPD basis set.

Geometry as ORCA input:
```
! wB97M-V def2-TZVPD RIJCOSX def2/J DEFGRID3
* xyz 0 1
H -0.81463 -1.93038 0.16226
N 1.34244 0.69775 0.73299
H -1.94295 0.24691 0.90842
C -1.02939 0.35815 0.43826
O 2.17509 -1.12031 -0.89941
H 2.26417 -0.75749 -2.33302
H 0.14492 0.38253 2.38242
O 0.45959 1.02080 -2.11028
O 1.88015 -0.23301 -3.21908
C 0.08546 0.86914 1.35800
O 1.52546 -1.68066 1.46642
S 1.30857 -0.93269 0.26287
H 0.94179 1.39527 -3.99475
H -0.99386 1.08539 -0.30441
H -0.01499 2.05992 1.51333
C 1.09280 0.78288 -3.11985
C -0.44783 -0.94580 -0.21504
H -0.38937 -0.75170 -1.33116
H 1.31977 1.31448 -0.13824
*
```

Output
Max |F| = 4.476 eV Å⁻¹
Kohn-Sham gap = 11.3 eV
Highest occupied orbital energy = -10.59 eV
Energy = -911.67947 hartree
Relative energy (zero: lowest compared OMol25 entry of this formula, charge and spin) = 201.9 kJ/mol

Here are the Mulliken charges for atoms 1 to 5, given in e:
1. H 0.448
2. N -0.408
3. H 0.459
4. C -0.661
5. O -0.715



Computed, not measured: a structure of composition C19H45IrN6OSi4Te, with ωB97M-V with the def2-TZVPD basis set.

Geometry as ORCA input:
```
! wB97M-V def2-TZVPD RIJCOSX def2/J DEFGRID3
* xyz 3 6
H -2.99053 1.93849 2.75803
C 2.05524 0.14445 -2.56126
C -4.02331 -4.43332 -1.74954
N -0.60413 -0.10319 2.18885
Si -1.16444 -5.15929 -0.11292
C -0.91767 -0.41918 4.95080
H -3.60433 -7.59280 -2.98664
H -2.16756 -4.89221 -4.49418
H -2.98034 2.21175 4.54676
Si -2.17999 -5.61144 2.10524
H -1.81391 -8.08297 1.95665
H 0.15055 0.07478 -3.03571
H -1.31123 2.54567 5.03984
H 4.61438 0.81584 2.05567
H 0.12583 -0.17374 5.17175
H 3.10536 -6.37221 1.10840
H 1.64445 -6.26882 2.08388
C -1.55276 -4.89819 -3.59046
N -1.63329 1.27797 -0.07056
H -0.07722 -5.90523 3.43017
H -3.33735 3.18141 -0.36135
N 2.12259 0.20216 -0.10896
C -1.43943 0.64647 2.84308
H -0.68060 -5.51851 -3.79797
H -1.21478 -3.87521 -3.41393
C -2.93258 -7.37046 -2.15280
H -3.71173 -3.41012 -1.53142
Si 1.13869 -6.57401 -0.34429
C 2.09254 -5.95740 1.14029
C -2.35246 1.85401 0.84749
H 0.01544 -0.61315 2.79958
C 2.77986 0.38894 1.04870
H -2.32113 1.43043 5.95968
C 0.53408 -8.33512 -0.28492
H -1.43924 -0.54703 5.89540
C -2.07464 1.76896 4.95845
H 2.56040 -0.58634 -3.19611
H -4.60638 -4.80506 -0.90617
N -2.28664 1.51448 2.17776
H 1.87476 -4.85314 -1.97733
H -3.78091 3.29011 1.27917
N -1.59078 0.62252 4.18422
H -3.43475 -7.69402 -1.24001
N -3.25114 2.81151 0.57006
C 4.83678 0.73628 -0.08983
C 1.80072 -5.94087 -1.97303
C -2.67175 -7.41702 2.05592
H -3.17200 -7.67414 2.99387
C -0.90043 -5.19036 3.41479
C 2.79873 0.28896 -1.26039
H 1.19028 -6.25221 -2.82076
H -2.03820 -7.97931 -2.28909
O 0.71113 -0.27324 -2.33357
H 5.89842 0.94333 -0.08709
H 0.04691 -8.57129 0.66143
Te -0.04253 -2.88280 -0.20611
H -3.31013 -3.38471 1.98264
H -4.69261 -4.39684 -2.61353
C 4.16135 0.54608 -1.28169
H -1.36624 -5.21848 4.40332
H -0.48586 -4.19112 3.26781
C 4.12742 0.66070 1.10376
Ir -0.07224 -0.25417 0.01302
H 4.68320 0.60900 -2.22795
H -4.11884 -4.46504 3.12063
H -4.38412 -4.66265 1.39635
H -0.15198 -8.56715 -1.09973
H 2.80692 -6.34190 -2.13203
H 2.18656 0.32021 1.95083
H -0.96524 -1.36995 4.42073
H 2.07916 1.10792 -3.07636
H 1.39613 -9.00368 -0.38360
H -1.80849 1.67282 -0.98517
H -3.37322 -7.63347 1.24897
C -3.62952 -4.41609 2.14408
H 2.18106 -4.87111 1.13747
Si -2.55556 -5.53762 -2.14001
*
```

Output
Max |F| = 0.881 eV Å⁻¹
Kohn-Sham gap (spin up / spin down) = 8.0 / 5.5 eV
Highest occupied orbital energy (spin up / spin down) = -15.38 / -16.18 eV
Energy = -2684.20125 hartree
<S²> = 8.767

Here are the Mulliken charges for atoms 1 to 5, given in e:
1. H 0.107
2. C -0.479
3. C -0.927
4. N -0.630
5. Si 0.037



Computed, not measured: a cluster of 2 separate species, C6H15NO6S in total, with ωB97M-V with the def2-TZVPD basis set.

Geometry as ORCA input:
```
! wB97M-V def2-TZVPD RIJCOSX def2/J DEFGRID3
* xyz 0 1
O -3.03852 1.79338 0.90029
S -3.56458 0.51223 0.51207
C 1.28777 2.16587 0.23602
O 0.80498 -2.26924 2.53122
O 2.41320 1.75578 0.97093
O -4.72903 0.35732 -0.29944
H -2.34655 0.47317 -1.24071
O -2.97816 -0.70799 0.99309
H -0.81599 -2.02945 1.44979
N -0.25749 0.09016 -0.03193
H 0.54810 -1.76272 -0.11717
C -1.81319 -0.24088 -1.93819
C 0.00711 1.40690 0.55532
H 0.41275 -0.68026 -1.82786
H 1.56787 -0.38468 0.82179
H 1.09287 3.24870 0.41220
C 0.00001 -1.40855 1.80892
H -0.41089 -0.62614 2.46742
H -0.15405 1.33151 1.67797
C 0.59389 -0.89744 0.52047
H -2.05531 -1.86214 -0.76193
H -1.76266 0.06388 -2.94162
C -0.35115 0.03919 -1.49583
H 1.55695 -1.71588 2.73485
H -0.03038 0.90535 -2.07569
O -2.18885 -1.55698 -1.75407
H 2.87826 2.47088 1.39516
H -0.80292 1.93963 0.15632
H 1.49687 2.04596 -0.89537
*
```

Output
Max |F| = 3.704 eV Å⁻¹
Kohn-Sham gap = 8.0 eV
Highest occupied orbital energy = -8.62 eV
Energy = -1141.86395 hartree
Relative energy (zero: lowest compared OMol25 entry of this formula, charge and spin) = 0.0 kJ/mol

Here are the Mulliken charges for atoms 1 to 5, given in e:
1. O -0.425
2. S 1.051
3. C -0.357
4. O -0.529
5. O -0.530



Computed, not measured: a structure of composition C6H12O, with ωB97M-V with the def2-TZVPD basis set.

Geometry as ORCA input:
```
! wB97M-V def2-TZVPD RIJCOSX def2/J DEFGRID3
* xyz 0 1
H -1.12105 0.40888 -1.90094
H -1.11684 -1.54354 0.44210
H -0.17447 1.41636 0.80088
C -1.28820 0.36913 -0.84177
C -2.52288 0.28108 0.76357
C -1.27869 -0.47899 0.37210
H -2.38023 0.99662 1.56995
C -0.11475 0.45940 0.28712
H 0.72623 -0.55873 -1.96555
H 3.38350 -0.44223 0.46431
H 2.78485 1.15818 0.03574
O -2.50639 1.01162 -0.47578
H -3.41383 -0.31817 0.94154
C 1.23321 -0.26611 0.62963
H 1.10472 -1.35565 0.56712
C 2.56209 0.09094 -0.03205
H 0.18117 -0.94414 -2.28691
H 2.58583 -0.20497 -1.08295
H 1.35571 -0.07965 1.71190
*
```

Output
Max |F| = 1.056 eV Å⁻¹
Kohn-Sham gap = 9.7 eV
Highest occupied orbital energy = -8.57 eV
Energy = -310.89088 hartree
Relative energy (zero: lowest compared OMol25 entry of this formula, charge and spin) = 442.1 kJ/mol

Here are the Mulliken charges for atoms 1 to 5, given in e:
1. H 0.406
2. H 0.379
3. H 0.347
4. C -0.315
5. C -0.519



Computed, not measured: a structure of composition CH6N4S, with ωB97M-V with the def2-TZVPD basis set.

Geometry as ORCA input:
```
! wB97M-V def2-TZVPD RIJCOSX def2/J DEFGRID3
* xyz 0 1
H -1.11112 0.91396 -2.55899
N 1.41093 -1.76867 -0.19365
H 0.99372 -0.30670 -1.59179
H -1.70609 1.62630 -0.12682
N 0.51749 -0.73089 -0.70731
H -0.28853 2.72631 -2.04448
N -0.37645 1.60564 -1.83258
H 1.79386 -1.43076 0.73477
C -0.13056 0.16810 0.13048
S -0.47411 -0.34680 1.66363
H 0.84743 -2.63941 0.13100
N -0.43199 1.41543 -0.40140
*
```

Output
Max |F| = 6.779 eV Å⁻¹
Kohn-Sham gap = 8.7 eV
Highest occupied orbital energy = -8.47 eV
Energy = -658.75664 hartree
Relative energy (zero: lowest compared OMol25 entry of this formula, charge and spin) = 301.1 kJ/mol

Here are the Mulliken charges for atoms 1 to 5, given in e:
1. H 0.276
2. N -0.672
3. H 0.343
4. H 0.332
5. N -0.071